# 1
Density functional theory data (ωB97M-V/def2-TZVPD) for a 2-piece molecular cluster, C10H15NO overall.

Structure (XYZ):
```
27
C10H15NO | the Open Molecules 2025 dataset | ωB97M-V/def2-TZVPD
C 0.5678 -2.3492 0.3188
C 0.0522 -1.1934 1.1267
C 0.6810 -0.6877 2.2743
C -0.0225 0.1832 3.0853
C -1.3456 0.5248 2.8125
C -1.9975 0.0687 1.6764
C -1.1738 -0.6558 0.7836
H 1.3851 -2.0673 -0.3420
H -0.1815 -2.8581 -0.2838
H 0.9943 -3.0904 0.9892
H 1.6530 -0.9943 2.6447
H 0.4087 0.5695 3.9980
H -1.8876 1.0382 3.6002
H -3.0730 0.1140 1.6116
H -1.6382 -1.0728 -0.1059
C -0.6692 1.4555 -3.1908
C -0.0969 1.2112 -1.8016
C 1.3075 0.6112 -1.8963
N 2.0011 0.7132 -0.7084
O 1.6964 -0.0778 -2.8133
H 0.0165 2.0466 -3.8009
H -1.6768 1.8638 -3.0998
H -0.8028 0.6062 -3.8684
H 0.0491 2.1840 -1.3280
H -0.7464 0.5273 -1.2551
H 2.9444 0.3543 -0.5895
H 1.5549 0.9749 0.1626
```

Properties
**Relative energy (zero: lowest compared OMol25 entry of this formula, charge and spin)**: 14.20 kcal/mol
**Max |F|**: 0.0434 hartree/bohr
**Total energy**: -520.0383 Eh
**M**: 165.2 u
**LUMO level**: 0.831 eV
**SMILES**: Cc1ccccc1.CCC(N)=O
**Frontier orbital gap**: 10.05 eV

# 2
Density functional theory data (ωB97M-V/def2-TZVPD) for C4H4KLiO2 as an isolated structure.

Structure (XYZ):
```
12
C4H4KLiO2 | the Open Molecules 2025 dataset | ωB97M-V/def2-TZVPD
C -1.0281 0.9109 -1.1486
O -0.6939 2.1660 -1.0374
H -1.5814 0.6088 -2.0613
Li 0.7936 2.0319 0.0848
O 1.4070 0.0206 0.9349
C 0.0206 -0.4084 0.9771
C -0.3637 -1.5170 0.0436
C -0.6030 -0.0640 -0.3018
H 2.0710 -0.1727 1.5963
H -0.4598 -0.1852 1.9368
H -1.2524 -2.0826 0.3608
K 1.6900 -1.3081 -1.3852
```

Properties
**Relative energy (zero: lowest compared OMol25 entry of this formula, charge and spin)**: 21.37 kcal/mol
**Max |F|**: 0.0501 hartree/bohr
**Total energy**: -912.6537 Eh
**M**: 130.1 u
**LUMO level**: -0.658 eV
**Frontier orbital gap**: 4.58 eV